Record 1
Density functional theory data (wB97M-V/def2-TZVPD) for a cluster of 7 separate species, C36H84N4O3 in total.

HOMO energy (eV): -7.8
Electronic energy (hartree): -1866.49951
SMILES: CCN(CC)CC.CCN(CC)CC.CCN(CC)CC.CCN(CC)CC.C1CCOC1.C1CCOC1.C1CCOC1
LUMO energy (eV): 0.71
ΔE to the lowest compared entry with this formula, charge and spin (kJ/mol): 337.3

The geometry in ORCA input format:
```
! RIJCOSX wB97M-V def2-TZVPD def2/J DEFGRID3
* xyz 0 1
C -1.18 2.30 -1.35
C -1.64 0.85 -1.15
N -0.96 0.09 0.01
C 0.48 0.14 -0.09
C 1.10 -0.53 -1.38
C -1.48 0.54 1.32
C -0.91 -0.06 2.60
H -0.09 2.25 -1.39
H -1.50 3.00 -0.57
H -1.48 2.80 -2.27
H -2.70 1.05 -1.05
H -1.56 0.26 -2.06
H 0.73 1.18 0.11
H 0.83 -0.35 0.83
H 0.86 -1.59 -1.34
H 0.65 -0.17 -2.30
H 2.19 -0.47 -1.43
H -2.51 0.21 1.25
H -1.50 1.63 1.31
H -1.36 0.39 3.49
H 0.07 0.41 2.63
H -0.77 -1.14 2.51
C 9.30 -1.26 -3.18
C 8.43 -0.47 -4.19
N 7.02 -0.39 -3.83
C 6.37 0.45 -4.83
C 6.34 -0.21 -6.24
C 6.34 -1.68 -3.52
C 4.87 -1.60 -3.04
H 10.37 -1.16 -3.40
H 8.99 -2.30 -3.21
H 9.17 -0.85 -2.18
H 8.87 0.51 -4.40
H 8.53 -1.04 -5.11
H 5.37 0.74 -4.49
H 6.98 1.35 -4.77
H 5.97 0.39 -7.07
H 7.38 -0.34 -6.52
H 5.94 -1.20 -6.45
H 6.90 -2.25 -2.78
H 6.37 -2.29 -4.42
H 4.45 -2.57 -2.76
H 4.17 -1.17 -3.76
H 4.73 -1.10 -2.09
C 0.70 -3.73 3.96
C 1.79 -4.59 4.52
N 1.94 -5.69 3.59
C 0.75 -6.60 3.37
C 1.20 -8.03 3.06
C 2.62 -5.50 2.29
C 4.12 -5.13 2.41
H 0.69 -2.96 4.74
H -0.27 -4.21 4.01
H 0.98 -3.28 3.01
H 2.73 -4.08 4.71
H 1.56 -4.88 5.55
H 0.12 -6.33 2.52
H 0.10 -6.76 4.23
H 1.54 -8.40 4.03
H 1.90 -8.24 2.26
H 0.41 -8.71 2.72
H 2.67 -6.40 1.68
H 2.12 -4.74 1.69
H 4.56 -5.97 2.95
H 4.53 -5.24 1.41
H 4.24 -4.20 2.97
C -2.77 4.69 1.88
C -4.18 4.97 2.46
N -4.99 3.81 2.78
C -4.47 2.81 3.68
C -3.64 3.31 4.92
C -5.82 3.09 1.82
C -5.02 2.30 0.84
H -2.25 5.64 1.74
H -2.78 4.12 0.96
H -2.16 4.05 2.52
H -4.22 5.65 3.30
H -4.64 5.51 1.64
H -5.26 2.14 4.00
H -3.76 2.10 3.25
H -2.63 3.55 4.59
H -3.96 4.29 5.26
H -3.66 2.71 5.83
H -6.35 3.94 1.40
H -6.62 2.46 2.22
H -4.31 2.92 0.29
H -5.49 1.63 0.12
H -4.43 1.58 1.41
C -7.25 4.26 -3.52
C -6.10 3.94 -2.61
C -5.10 3.27 -3.50
O -5.35 4.06 -4.74
C -6.67 4.63 -4.83
H -7.97 4.98 -3.12
H -7.73 3.28 -3.52
H -6.42 3.35 -1.75
H -5.63 4.83 -2.19
H -5.33 2.23 -3.75
H -4.12 3.38 -3.03
H -7.07 4.01 -5.63
H -6.48 5.68 -5.06
C -1.84 -6.23 -1.04
C -1.89 -5.26 0.11
C -1.10 -4.11 -0.41
O -0.05 -4.73 -1.14
C -0.51 -5.92 -1.80
H -2.64 -6.01 -1.75
H -2.08 -7.27 -0.84
H -1.55 -5.74 1.03
H -2.92 -4.97 0.32
H -0.59 -3.51 0.34
H -1.67 -3.47 -1.09
H 0.18 -6.74 -1.60
H -0.81 -5.84 -2.85
C 0.63 5.47 2.71
C 1.00 6.39 1.61
C 0.81 5.61 0.30
O 0.58 4.29 0.86
C 0.93 4.10 2.17
H -0.41 5.60 2.99
H 1.18 5.78 3.60
H 2.03 6.75 1.67
H 0.33 7.25 1.62
H 1.71 5.67 -0.32
H -0.08 5.97 -0.21
H 1.96 3.78 2.31
H 0.32 3.31 2.63
*
```


Record 2
Density functional theory data (wB97M-V/def2-TZVPD) for a structure of composition C26H43F3InO2P2.

HOMO energy (eV): -9.8
Electronic energy (hartree): -2339.05133
LUMO energy (eV): -6.36

The geometry in ORCA input format:
```
! RIJCOSX wB97M-V def2-TZVPD def2/J DEFGRID3
* xyz 1 1
In 0.91 -3.01 -0.96
C 3.46 2.95 0.39
C 2.38 3.19 1.29
C 3.37 1.19 1.87
C 4.07 1.72 0.76
C 2.32 2.09 2.19
C 3.91 3.84 -0.70
H 3.18 4.63 -0.94
H 4.09 3.25 -1.61
H 4.86 4.34 -0.42
C 5.29 1.11 0.17
H 5.38 1.45 -0.87
H 5.23 0.00 0.18
H 6.20 1.39 0.73
C 3.76 -0.04 2.60
H 4.70 0.11 3.17
H 3.94 -0.87 1.88
H 2.96 -0.32 3.30
C 1.35 1.96 3.29
H 1.50 2.74 4.04
H 1.45 0.99 3.78
H 0.33 2.05 2.91
C 1.51 4.38 1.36
H 1.51 4.77 2.39
H 0.47 4.11 1.09
H 1.86 5.17 0.68
C 0.47 1.59 -2.09
C 0.65 2.88 -1.80
C -0.41 3.84 -1.43
C -1.60 3.29 -0.58
C -1.33 2.44 0.62
C -0.86 1.18 0.74
C -0.50 0.17 -0.30
C -0.69 0.69 -1.76
H -0.89 4.23 -2.35
H -2.35 2.86 -1.27
H 0.10 4.70 -0.97
H -1.69 1.17 -1.91
H 1.26 1.07 -2.64
H 1.63 3.33 -1.93
H -0.67 -0.20 -2.42
H 0.57 -0.09 -0.24
H -0.74 0.76 1.74
H -1.04 -0.78 -0.14
H -2.07 4.19 -0.15
H -1.67 2.93 1.54
P -2.87 -2.95 -0.90
P -3.27 -4.26 1.68
C -4.55 -3.87 -0.76
C -4.53 -4.84 0.39
H -4.73 -4.39 -1.71
H -5.34 -3.12 -0.63
H -5.51 -4.93 0.88
H -4.21 -5.84 0.07
C -3.62 -5.63 2.87
H -3.17 -5.37 3.84
H -3.14 -6.55 2.50
H -4.69 -5.80 3.00
C -4.43 -3.06 2.48
H -5.45 -3.48 2.56
H -4.46 -2.12 1.93
H -4.05 -2.86 3.49
C -2.38 -3.61 -2.54
H -1.61 -2.95 -2.96
H -3.26 -3.66 -3.20
H -1.95 -4.61 -2.40
C -3.62 -1.35 -1.40
H -4.39 -1.04 -0.68
H -4.09 -1.44 -2.40
H -2.84 -0.58 -1.43
F 2.90 0.52 -3.88
C 3.71 -0.37 -3.25
F 4.32 -1.04 -4.26
F 4.67 0.39 -2.66
C 2.98 -1.32 -2.21
O 3.40 -2.48 -2.06
O 2.00 -0.85 -1.56
*
```


Record 3
Density functional theory data (wB97M-V/def2-TZVPD) for an isolated molecule of C6H7BClFO2.

HOMO energy (eV): -9.0
Electronic energy (hartree): -968.27395
SMILES: OB(O)[C@@H]1C=CC=C[C@@]1(F)Cl
LUMO energy (eV): 0.06
ΔE to the lowest compared entry with this formula, charge and spin (kJ/mol): 0.0

The geometry in ORCA input format:
```
! RIJCOSX wB97M-V def2-TZVPD def2/J DEFGRID3
* xyz 0 1
O 2.16 1.59 0.78
B 1.14 1.22 -0.11
O 1.12 1.92 -1.34
C -0.11 0.64 0.57
C 0.37 -0.62 1.37
C 0.25 -1.84 0.80
C -0.36 -1.91 -0.47
C -1.04 -0.98 -1.12
C -1.31 0.27 -0.41
F -1.49 1.37 -1.13
Cl -2.94 0.01 0.49
H 2.80 2.13 0.31
H 0.21 1.94 -1.58
H -0.52 1.32 1.35
H 0.54 -0.48 2.36
H 0.57 -2.73 1.30
H -0.12 -2.83 -1.01
H -1.26 -1.03 -2.16
*
```


Q: The lowest LUMO energy belongs to which entry?
A: C26H43F3InO2P2


Q: Which of these has the highest HOMO energy?
A: C36H84N4O3


Q: What is the formula in the first record?
A: C36H84N4O3